{"formula": "C35H36N4O5TeV", "method": "wB97M-V/def2-TZVPD", "energy_ha": -3162.62832, "orbital_gap_ev": [6.33, 6.86], "multiplicity": 3, "s_squared": 2.02, "total_charge": -1, "e_above_lowest_ev": 1.2251, "lumo_ha": [0.085, 0.085], "symbols": ["V", "O", "N", "N", "O", "C", "C", "C", "C", "C", "C", "H", "H", "H", "H", "H", "C", "C", "C", "C", "C", "C", "Te", "N", "C", "O", "C", "C", "C", "C", "C", "C", "C", "C", "C", "C", "C", "C", "C", "C", "C", "C", "C", "C", "H", "H", "H", "H", "H", "H", "H", "H", "H", "H", "H", "H", "H", "H", "H", "H", "H", "H", "H", "H", "H", "H", "H", "H", "H", "H", "H", "O", "C", "C", "C", "C", "O", "N", "H", "H", "H", "H"], "coordinates": [[-1.08535, -0.37927, 2.14052], [-1.93388, 1.25167, 2.55283], [-3.14395, 1.15552, 3.00873], [-3.51267, -0.06065, 3.07338], [-2.70904, -1.02591, 2.66742], [-4.74991, -0.43358, 3.72194], [-5.10084, -1.76723, 3.72122], [-6.26825, -2.15099, 4.37190], [-7.06614, -1.21360, 5.00735], [-6.69349, 0.12217, 4.99197], [-5.53095, 0.52241, 4.35088], [-4.45420, -2.48323, 3.23240], [-6.54637, -3.19763, 4.38191], [-7.97528, -1.52034, 5.51162], [-7.30584, 0.86266, 5.49121], [-5.22266, 1.55873, 4.33613], [5.07637, 5.24612, -3.02627], [4.07294, 4.26920, -2.45989], [2.71286, 4.41658, -2.69103], [1.77405, 3.52335, -2.16714], [0.30801, 3.80031, -2.44434], [2.20069, 2.42729, -1.39575], [0.69059, 1.07591, -0.53737], [-1.09186, -0.55820, 0.41065], [-1.73219, -1.46423, -0.39210], [-1.81866, -2.67718, -0.17783], [-2.37594, -0.93636, -1.66329], [-2.69243, 0.40982, -1.81827], [-3.29384, 0.86198, -2.98947], [-3.58440, -0.03191, -4.01513], [-3.28554, -1.38127, -3.85783], [-2.68732, -1.82869, -2.68487], [1.55809, -0.62188, -1.48015], [2.02334, -1.71542, -0.73553], [1.90557, -1.81468, 0.76863], [2.60435, -2.79398, -1.40948], [2.73045, -2.82588, -2.78926], [3.37116, -3.99691, -3.49603], [2.22510, -1.75241, -3.51217], [1.62521, -0.66165, -2.89148], [1.04462, 0.40879, -3.78502], [3.58335, 2.28867, -1.12960], [4.14025, 1.17352, -0.26765], [4.48715, 3.20398, -1.66942], [4.59364, 5.96302, -3.69328], [5.85650, 4.73002, -3.59175], [5.57158, 5.81104, -2.23067], [2.36608, 5.25076, -3.29828], [0.20109, 4.60412, -3.17720], [-0.21505, 4.10357, -1.53272], [-0.20940, 2.91520, -2.81539], [-2.47367, 1.09472, -1.00944], [-3.53779, 1.91433, -3.09924], [-4.04963, 0.32054, -4.92918], [-3.52828, -2.08520, -4.64525], [-2.44377, -2.87278, -2.53562], [2.07674, -0.85618, 1.25905], [2.61231, -2.54702, 1.16024], [0.90327, -2.14799, 1.03220], [2.95965, -3.63957, -0.82375], [3.78768, -4.70754, -2.77907], [4.17896, -3.66673, -4.15528], [2.64304, -4.53157, -4.11402], [2.28154, -1.76764, -4.59963], [0.99987, 0.05375, -4.81747], [1.64284, 1.32206, -3.75887], [0.03340, 0.66881, -3.46549], [3.56256, 1.06365, 0.65152], [5.18378, 1.37275, -0.00410], [4.09593, 0.21179, -0.78745], [5.55080, 3.08032, -1.46129], [-1.13779, -2.99834, 4.55440], [-0.27808, -2.15227, 4.59594], [0.67943, -1.96654, 5.77166], [1.66976, -0.90243, 5.30174], [1.04750, -0.37287, 4.02393], [1.42396, 0.60387, 3.40718], [-0.01262, -1.17577, 3.62058], [1.12543, -2.92427, 6.03119], [0.08447, -1.63724, 6.62364], [2.63715, -1.32893, 5.03444], [1.84395, -0.08911, 6.00244]], "atomic_forces_ev_per_a": [[2.0, 0.3, -0.4], [-0.7, 1.2, 0.5], [-0.1, -0.1, 0.0], [-0.3, -0.1, 0.2], [-2.4, -0.5, 1.2], [0.4, 0.2, -0.3], [-0.1, -0.3, 0.0], [0.1, -0.1, -0.1], [0.0, -0.1, 0.0], [0.1, 0.2, 0.0], [-0.1, 0.2, 0.0], [0.0, 0.0, 0.0], [0.0, 0.0, 0.0], [0.1, 0.0, 0.0], [0.0, 0.0, 0.0], [0.0, 0.0, 0.0], [0.0, 0.0, 0.0], [0.0, 0.0, 0.0], [0.0, 0.0, 0.0], [0.0, 0.0, 0.0], [0.1, 0.0, 0.0], [0.2, 0.0, 0.1], [0.5, 0.6, -0.2], [-0.4, -1.2, -2.4], [0.4, 0.2, 0.5], [0.1, 0.2, 0.0], [0.0, 0.1, 0.1], [-0.1, 0.0, -0.1], [0.0, -0.1, 0.0], [0.0, 0.0, 0.1], [0.0, 0.0, 0.1], [0.0, 0.1, -0.1], [-0.2, -0.1, -0.2], [0.1, 0.0, 0.1], [0.1, 0.1, -0.3], [0.0, 0.0, 0.0], [0.0, 0.0, 0.0], [0.0, 0.0, 0.0], [0.0, 0.0, 0.0], [0.0, 0.0, 0.1], [0.0, -0.1, 0.1], [-0.1, 0.0, -0.1], [-0.1, 0.1, -0.1], [0.0, -0.1, 0.0], [0.0, 0.0, 0.0], [0.0, 0.0, 0.0], [0.0, 0.0, 0.0], [0.0, -0.1, 0.0], [0.0, 0.0, 0.1], [0.0, 0.0, 0.0], [0.0, 0.0, 0.0], [0.1, 0.0, 0.0], [0.0, -0.1, 0.0], [0.0, 0.0, 0.0], [0.0, 0.0, 0.0], [0.0, 0.0, 0.0], [0.0, 0.0, 0.0], [0.1, 0.0, 0.0], [-0.1, 0.0, 0.0], [0.0, 0.1, 0.0], [0.0, 0.0, 0.0], [0.0, 0.0, 0.0], [0.0, 0.0, 0.0], [0.0, 0.0, 0.1], [0.0, 0.0, 0.1], [0.0, 0.0, 0.0], [0.0, 0.0, 0.0], [0.0, 0.0, 0.0], [-0.1, 0.0, 0.0], [0.0, 0.1, 0.0], [-0.1, 0.0, 0.0], [-0.1, 0.0, -0.1], [0.3, 0.6, -0.5], [0.1, 0.1, 0.0], [-0.1, -0.2, 0.1], [-0.4, -0.6, -0.2], [0.0, 0.1, -0.1], [0.8, -0.5, 1.4], [0.0, 0.0, 0.0], [0.0, 0.0, 0.0], [0.1, 0.0, 0.0], [0.0, 0.0, 0.0]], "lowdin_spin": [1.825, 0.036, 0.087, 0.017, -0.001, 0.000, 0.000, 0.000, 0.000, 0.000, 0.000, 0.000, 0.000, 0.000, 0.000, 0.000, 0.000, 0.000, 0.000, 0.000, 0.000, 0.007, 0.008, -0.023, 0.005, -0.003, -0.001, 0.000, 0.000, 0.001, 0.000, 0.000, 0.001, 0.000, 0.001, 0.000, 0.000, 0.000, 0.000, 0.000, 0.000, 0.001, 0.000, 0.000, 0.000, 0.000, 0.000, 0.000, 0.000, 0.000, 0.000, 0.000, 0.000, 0.000, 0.000, 0.000, 0.000, 0.000, 0.000, 0.000, 0.000, 0.000, 0.000, 0.000, 0.000, 0.000, 0.000, 0.000, 0.000, 0.000, 0.000, 0.001, 0.004, 0.000, 0.001, 0.009, 0.011, 0.011, 0.000, 0.000, 0.000, 0.000]}